Record 1
Density functional theory data (ωB97M-V with the def2-TZVPD basis set) for a structure of composition C36H37NP2Sn in a non-equilibrium geometry.

Summary:
**Spin multiplicity**: 1
**HOMO (spin up / spin down)**: -4.72 / -4.75 eV
**HOMO-LUMO gap (spin up / spin down)**: 4.38 / 4.30 eV

```
77
C36H37NP2Sn | the Open Molecules 2025 dataset | ωB97M-V with the def2-TZVPD basis set
Sn 1.447 0.261 1.637
C 3.107 1.273 -0.255
C 2.324 0.937 -1.314
C 2.419 -0.360 -2.055
C 2.655 -1.584 -1.159
C 2.056 -1.613 0.207
C 2.914 -1.345 1.332
C 4.216 -0.595 1.163
C 4.348 0.491 0.063
C -1.168 0.343 2.315
H 3.063 2.317 0.087
H 1.646 1.681 -1.792
H 3.189 -0.368 -2.871
H 1.457 -0.454 -2.589
H 2.250 -2.415 -1.741
H 3.734 -1.748 -1.102
H 1.235 -2.331 0.324
H 2.970 -2.071 2.122
H 4.999 -1.334 0.909
H 4.572 -0.148 2.104
H 5.133 1.143 0.463
H 4.823 0.105 -0.871
H -0.784 0.525 3.343
H -2.024 -0.386 2.388
H -1.646 1.227 1.908
P -1.256 1.867 -1.188
P -1.418 -1.800 1.227
C -0.913 0.121 -1.149
C -0.967 -0.980 -0.292
C -1.639 2.316 -2.859
C -1.039 1.799 -4.022
C -1.497 2.254 -5.270
C -2.532 3.204 -5.343
C -3.106 3.701 -4.159
C -2.675 3.259 -2.920
C -0.064 3.207 -0.781
C 0.460 3.159 0.519
C 1.389 4.095 0.960
C 1.678 5.196 0.153
C 1.126 5.297 -1.131
C 0.270 4.303 -1.614
C -2.667 -3.049 0.975
C -3.618 -2.881 -0.056
C -4.590 -3.865 -0.253
C -4.623 -5.023 0.523
C -3.648 -5.210 1.497
C -2.647 -4.255 1.714
C -0.321 -2.513 2.549
C -0.671 -2.055 3.845
C 0.334 -1.752 4.758
C 1.575 -2.384 4.591
C 1.728 -3.278 3.525
C 0.854 -3.282 2.434
H -0.652 -0.195 -2.184
H -0.666 -1.865 -0.884
H -0.253 1.049 -3.924
H -1.061 1.844 -6.187
H -2.944 3.522 -6.311
H -3.913 4.432 -4.149
H -3.142 3.610 -1.993
H 0.165 2.310 1.163
H 1.926 3.966 1.905
H 2.340 5.975 0.522
H 1.414 6.138 -1.776
H -0.075 4.332 -2.654
H -3.576 -1.978 -0.668
H -5.342 -3.692 -1.012
H -5.409 -5.761 0.357
H -3.673 -6.105 2.114
H -1.858 -4.415 2.456
H -1.725 -1.886 4.078
H 0.132 -1.110 5.617
H 2.380 -2.210 5.313
H 2.609 -3.915 3.481
H 1.098 -3.857 1.524
N -3.570 2.615 0.494
C -2.665 2.195 -0.129
```


Record 2
Density functional theory data (ωB97M-V with the def2-TZVPD basis set) for a structure of composition C16H28F6N4O4S5Ta in a non-equilibrium geometry.

Summary:
**Spin multiplicity**: 1
**Charge**: +3
**HOMO**: -18.43 eV
**HOMO-LUMO gap**: 7.83 eV

```
64
C16H28F6N4O4S5Ta | the Open Molecules 2025 dataset | ωB97M-V with the def2-TZVPD basis set
Ta -0.185 -1.148 0.121
C -3.113 -3.037 1.443
C -3.649 -1.649 1.725
S -2.315 -0.409 1.681
C -3.042 0.964 0.743
C -3.417 0.603 -0.683
S -2.023 -0.175 -1.565
C -2.769 -1.649 -2.326
C -3.253 -2.691 -1.338
S -2.051 -3.123 -0.024
H -3.928 -3.749 1.306
H -2.509 -3.413 2.268
H -4.083 -1.606 2.724
H -4.422 -1.359 1.017
H -2.284 1.748 0.766
H -3.909 1.330 1.293
H -3.698 1.496 -1.240
H -4.259 -0.085 -0.720
H -2.000 -2.035 -2.992
H -3.596 -1.299 -2.945
H -3.486 -3.612 -1.872
H -4.166 -2.367 -0.841
F 0.656 -3.168 -4.065
C 1.656 -2.373 -3.753
F 1.500 -1.185 -4.286
F 2.801 -2.908 -4.007
S 1.472 -2.153 -1.882
O -0.040 -2.210 -1.662
O 2.188 -3.174 -1.204
N 1.559 -0.658 -1.240
S 3.159 -0.197 -1.248
O 3.717 -1.045 -2.250
O 3.199 1.217 -1.248
C 3.869 -0.731 0.415
F 4.843 -1.566 0.220
F 4.268 0.357 1.043
F 2.882 -1.296 1.123
C 1.945 4.037 -1.014
C 0.776 3.337 -1.673
N 0.385 2.148 -0.890
C 0.767 1.877 0.359
N 0.346 0.669 0.931
C 0.327 0.762 2.431
C 1.691 1.195 2.915
C 1.928 2.605 2.424
N 1.443 2.775 1.044
C 1.683 4.120 0.476
H 2.053 5.039 -1.426
H 2.872 3.500 -1.199
H 1.030 3.008 -2.680
H -0.089 3.998 -1.735
H -0.037 1.400 -1.415
H 0.050 -0.194 2.861
H -0.436 1.487 2.730
H 2.458 0.509 2.544
H 1.727 1.169 4.003
H 2.985 2.867 2.440
H 1.396 3.326 3.048
H 2.542 4.537 0.997
H 0.816 4.746 0.702
C 0.316 -2.452 1.706
H 0.781 -3.331 1.227
H -0.429 -2.825 2.409
H 1.102 -1.955 2.292
```


Record 3
Density functional theory data (ωB97M-V with the def2-TZVPD basis set) for a structure of composition C44H46F3MnN8O8S3Sb in a non-equilibrium geometry.

Summary:
**Spin multiplicity**: 5
**Charge**: +1
**HOMO (spin up / spin down)**: -10.23 / -10.25 eV
**HOMO-LUMO gap (spin up / spin down)**: 5.38 / 5.89 eV

```
114
C44H46F3MnN8O8S3Sb | the Open Molecules 2025 dataset | ωB97M-V with the def2-TZVPD basis set
Mn -0.536 -1.314 -0.629
C 2.948 -0.941 1.787
C 1.654 -1.306 1.161
N 1.248 -0.779 0.058
N 2.044 0.152 -0.521
C 1.619 0.508 -1.725
N 2.370 1.399 -2.372
S 0.221 -0.094 -2.552
C 0.755 -2.327 1.740
C 1.013 -3.002 2.914
C 0.144 -4.008 3.321
C -0.962 -4.305 2.546
C -1.174 -3.559 1.401
N -0.336 -2.603 1.013
H 3.663 -0.663 1.016
H 3.341 -1.760 2.390
H 2.812 -0.069 2.430
H 3.140 1.841 -1.897
H 2.061 1.767 -3.255
H 1.884 -2.753 3.505
H 0.336 -4.555 4.236
H -1.646 -5.101 2.807
H -2.037 -3.731 0.769
C 1.999 3.192 4.114
C 0.720 2.430 3.872
C -0.284 2.959 3.068
C -1.481 2.285 2.877
C -1.668 1.060 3.498
C -0.678 0.500 4.302
C 0.510 1.184 4.474
S -3.265 0.341 3.450
O -4.122 1.206 2.699
O -3.595 -0.075 4.783
N -3.064 -1.057 2.542
C -4.194 -1.337 1.619
C -4.108 -0.498 0.341
C -2.761 -0.606 -0.301
O -2.394 -1.669 -0.981
O -1.911 0.299 -0.144
H 1.909 4.228 3.791
H 2.835 2.745 3.571
H 2.258 3.187 5.174
H -0.144 3.934 2.613
H -2.281 2.706 2.279
H -0.859 -0.434 4.821
H 1.272 0.777 5.132
H -2.992 -1.789 3.246
H -5.152 -1.141 2.099
H -4.149 -2.396 1.364
H -4.291 0.543 0.581
H -4.852 -0.869 -0.365
F -4.022 6.313 -6.900
C -3.688 5.422 -5.949
C -3.429 4.122 -6.322
C -3.076 3.207 -5.331
C -2.985 3.591 -3.993
C -3.271 4.922 -3.660
C -3.622 5.846 -4.636
Sb -2.441 2.156 -2.484
C -0.781 3.295 -1.736
C -0.224 3.015 -0.483
C 0.937 3.651 -0.050
C 1.536 4.568 -0.885
F 2.669 5.173 -0.476
C 1.024 4.878 -2.127
C -0.134 4.228 -2.550
C -3.948 2.817 -1.113
C -3.683 3.572 0.030
C -4.705 3.944 0.898
C -5.993 3.554 0.600
F -6.987 3.910 1.434
C -6.301 2.817 -0.525
C -5.267 2.446 -1.378
H -3.505 3.839 -7.365
H -2.873 2.180 -5.616
H -3.226 5.245 -2.625
H -3.847 6.878 -4.394
H -0.696 2.291 0.174
H 1.386 3.423 0.910
H 1.522 5.614 -2.747
H -0.532 4.462 -3.530
H -2.667 3.883 0.249
H -4.517 4.527 1.792
H -7.332 2.547 -0.723
H -5.502 1.860 -2.262
C 7.946 -2.849 0.730
C 6.433 -3.073 0.779
S 5.964 -4.174 -0.529
O 5.918 -3.409 -1.755
O 6.760 -5.369 -0.450
C 4.273 -4.602 -0.126
C 3.556 -5.171 -1.365
N 2.167 -4.692 -1.462
C 1.806 -3.481 -1.947
N 0.483 -3.305 -1.866
C -0.015 -4.457 -1.334
C 0.995 -5.309 -1.060
N 0.889 -6.544 -0.333
O -0.208 -6.795 0.135
O 1.883 -7.233 -0.192
C 2.790 -2.541 -2.552
H 8.239 -2.145 1.506
H 8.246 -2.445 -0.237
H 8.477 -3.786 0.888
H 5.872 -2.153 0.600
H 6.114 -3.539 1.715
H 3.804 -3.669 0.207
H 4.309 -5.323 0.691
H 3.540 -6.248 -1.329
H 4.067 -4.861 -2.271
H -1.072 -4.635 -1.215
H 3.533 -3.075 -3.144
H 3.339 -1.978 -1.789
H 2.254 -1.840 -3.184
```


Record 4
Density functional theory data (ωB97M-V with the def2-TZVPD basis set) for a cluster of 2 separate species, C8H7F3N2O in total in a non-equilibrium geometry.

Summary:
**Spin multiplicity**: 1
**HOMO (spin up / spin down)**: -7.57 / -7.60 eV
**HOMO-LUMO gap (spin up / spin down)**: 3.45 / 3.46 eV

```
21
C8H7F3N2O | the Open Molecules 2025 dataset | ωB97M-V with the def2-TZVPD basis set
C 1.022 1.545 2.917
C 1.695 1.925 1.729
C 0.081 0.476 2.863
C 1.400 1.368 0.546
C -0.219 -0.109 1.678
C 0.295 0.389 0.412
C -0.136 -0.440 -3.605
C -1.299 -1.577 -1.954
N -0.029 -0.051 -0.795
N -0.363 -1.488 -3.043
O -0.707 -1.287 -0.765
F -0.618 0.749 -3.285
F -2.310 -0.594 -2.210
F -1.761 -3.249 1.420
H 1.367 1.978 3.853
H 2.367 2.779 1.888
H -0.572 0.080 3.628
H 1.862 1.427 -0.405
H -0.966 -0.986 1.615
H 0.633 -0.415 -4.479
H -1.745 -2.522 -2.008
```


Record 5
Density functional theory data (ωB97M-V with the def2-TZVPD basis set) for a cluster of 2 separate species, C6H14N3O in total in a non-equilibrium geometry.

Summary:
**Spin multiplicity**: 1
**Charge**: +1
**HOMO**: -13.80 eV
**HOMO-LUMO gap**: 10.04 eV

```
24
C6H14N3O | the Open Molecules 2025 dataset | ωB97M-V with the def2-TZVPD basis set
C 1.086 1.483 -0.078
C 1.377 -1.227 0.725
C 1.326 -1.959 -0.663
C 0.875 -0.001 -0.109
C -1.788 0.720 1.096
C -1.952 -0.344 -1.118
N 1.067 -0.658 -1.262
N 1.424 2.132 1.028
N -1.216 -0.191 0.161
O 0.978 2.046 -1.136
H 0.825 -1.517 1.516
H 2.432 -1.029 0.923
H 2.236 -2.414 -0.957
H 0.460 -2.648 -0.766
H -2.841 0.429 1.490
H -1.192 0.787 1.985
H -1.855 1.783 0.717
H -1.884 -1.309 -1.645
H -2.933 0.088 -1.114
H -1.231 0.224 -1.890
H 0.844 -0.331 -2.249
H 1.630 1.956 2.027
H 1.632 3.100 0.735
H -1.298 -1.119 0.586
```


Record 6
Density functional theory data (ωB97M-V with the def2-TZVPD basis set) for the molecule C8H12N2 in a non-equilibrium geometry.

Summary:
**Spin multiplicity**: 1
**HOMO (spin up / spin down)**: -7.93 / -7.93 eV
**HOMO-LUMO gap (spin up / spin down)**: 7.55 / 7.55 eV

```
22
C8H12N2 | the Open Molecules 2025 dataset | ωB97M-V with the def2-TZVPD basis set
C 0.043 -2.696 -1.127
C -0.935 -1.273 -2.328
C 0.210 -1.485 -0.454
C -0.853 0.713 -0.695
C 0.609 0.140 1.386
C 0.232 1.231 0.365
C -0.325 -0.137 2.554
C 1.408 1.822 -0.328
N -0.641 -2.534 -2.257
N -0.443 -0.614 -1.226
H 0.397 -3.713 -0.719
H -1.689 -0.767 -2.949
H -1.808 0.521 -0.202
H -0.960 1.360 -1.530
H 1.597 -0.182 1.300
H -0.228 2.148 0.970
H -1.442 -0.015 2.328
H -0.052 0.712 3.323
H -0.341 -0.982 3.257
H 2.015 2.537 0.232
H 1.163 2.286 -1.381
H 2.043 0.927 -0.521
```


Table of ΔE to the lowest compared entry with this formula, charge and spin (eV), in record order: 4.380 0.783 0.824 8.640 1.358 5.119
Table of electronic energy (a.u.), in record order: -2345.27556 -3792.66254 -5629.42577 -793.11070 -476.21113 -421.37212